C4H8BrN2 | ωB97M-V with the def2-TZVPD basis set

Last column: natural (NBO) charge in e.
Geometry (Å):
C 1.5708 -1.0959 -0.2545  0.002
C -0.3577 -1.0528 0.8568  -0.119
C 0.9997 0.2139 -0.5999  -0.105
C -1.3567 1.1031 -0.0775  -0.444
N 0.8405 -1.7895 0.5070  -0.312
N -0.1743 0.3675 0.3598  -0.456
Br 1.9813 1.7389 -1.0560  0.244
H 2.6312 -1.2761 -0.6059  0.258
H -1.1779 -1.6318 0.5007  0.258
H -0.4198 -1.1720 2.0734  0.265
H 0.0787 -0.3664 -2.2444  0.170
H -2.0220 1.3207 0.7988  0.257
H -0.9579 2.1536 -0.5790  0.259
H -1.9697 0.5712 -0.8563  0.261
H 0.3337 0.9156 1.1771  0.460

Atoms 1-3, force components in eV/Å:
1.7 0.9 -0.1
1.4 -1.6 3.7
-2.6 -0.9 -3.3

Output
Net charge: +1
HOMO-LUMO gap (spin up / spin down), eV: 8.67 / 8.63
Energy above the lowest of the compared OMol25 structures with the same formula, charge and spin, kJ/mol: 584.51

=====

C7H7N | ωB97M-V with the def2-TZVPD basis set

Last column: natural (NBO) charge in e.
Geometry (Å):
C 2.1389 -0.9629 -0.5439  -0.381
C 0.9693 -1.0919 0.0044  -0.220
C 0.1621 0.2261 0.2950  -0.046
C 0.7249 1.2062 0.9709  -0.359
C -1.2597 0.2121 -0.1680  -0.174
C -1.9571 1.1887 -0.6801  -0.289
C -1.8919 -0.9726 0.2460  0.268
N -2.1882 -2.0864 0.5045  -0.300
H 2.5782 -0.0580 -0.9977  0.207
H 2.7383 -1.8553 -0.7818  0.200
H 0.4492 -2.1050 0.2483  0.243
H 1.6834 1.1203 1.5445  0.216
H 0.2372 2.1121 1.2876  0.202
H -2.9979 1.0261 -0.9373  0.221
H -1.3867 2.0404 -0.9924  0.212

Atoms 1-3, force components in eV/Å:
2.3 -0.9 -1.8
-3.3 0.6 1.4
0.8 -2.3 -0.9

Output
Net charge: 0
Structure (SMILES): C=CC(=C)C(=C)C#N
HOMO-LUMO gap, eV: 9.95
Energy above the lowest of the compared OMol25 structures with the same formula, charge and spin, kJ/mol: 196.50

=====

C2H3ClOS | ωB97M-V with the def2-TZVPD basis set

Last column: natural (NBO) charge in e.
Geometry (Å):
C 0.9935 -2.4242 -0.5404  0.503
C -1.5701 0.0655 -0.2037  -0.463
O 1.6256 -2.4292 0.3936  -0.502
S -1.9517 -0.2527 1.3240  0.080
Cl 3.3424 0.5950 0.6215  -0.271
H -2.1663 -0.2982 -1.0302  0.191
H -0.6965 0.6516 -0.4479  0.190
H 2.8571 0.1351 1.7148  0.271

Atoms 1-3, force components in eV/Å:
0.3 0.0 0.4
-0.1 -0.1 0.6
-0.3 0.0 -0.4

Output
Net charge: 0
HOMO-LUMO gap, eV: 8.51
Energy above the lowest of the compared OMol25 structures with the same formula, charge and spin, kJ/mol: 110.57

=====

C4H34N2O13S | ωB97M-V with the def2-TZVPD basis set

Last column: natural (NBO) charge in e.
Geometry (Å):
C 0.0955 -2.2255 0.4728  -0.646
C -0.6938 -0.9688 0.1146  -0.063
C -1.7439 -0.5786 1.1612  -0.500
S -2.8281 -2.0856 1.2208  -0.087
N 0.2111 0.2137 0.0382  -0.634
C 1.0103 0.3424 -1.0373  0.812
N 1.8942 1.3820 -1.0326  -0.819
O 1.0656 -0.3873 -2.0487  -0.778
H 0.8927 -2.3222 -0.2540  0.235
H 0.3945 -2.2726 1.5175  0.208
H -0.5637 -3.0952 0.3902  0.228
H -1.1611 -1.0734 -0.8588  0.230
H -2.3208 0.2700 0.8109  0.269
H -1.3667 -0.4571 2.1732  0.193
H -3.9531 -1.5468 1.7181  0.138
H 0.5246 0.5668 0.9323  0.431
H 2.0633 2.0374 -0.2937  0.384
H 2.5046 1.3657 -1.8268  0.409
H -0.1942 -1.0858 4.6793  0.499
H -0.8428 -2.0595 3.6621  0.476
O -0.1860 -2.0276 4.3698  -0.969
H -0.1053 -1.1225 -3.1618  0.514
H -0.1711 -1.3175 -4.7267  0.490
O -0.6805 -1.0450 -3.9520  -1.003
H -2.6656 2.6931 -3.1755  0.480
H -3.2112 1.3286 -2.9272  0.486
O -3.4836 2.2530 -2.9038  -0.967
H 3.1618 -0.9352 0.1205  0.464
H 2.8055 -1.0335 1.6629  0.497
O 3.2757 -0.5214 0.9777  -0.987
H -2.1365 -0.8372 -3.0551  0.490
H -3.4260 -1.6569 -3.2523  0.476
O -3.0621 -0.9122 -2.7691  -0.982
H 0.3922 3.9013 -1.5667  0.475
H 1.3106 3.7784 -0.4321  0.442
O 0.6226 4.3730 -0.7481  -0.916
H 2.5309 0.4135 3.2732  0.505
H 2.3705 1.6749 2.3149  0.479
O 1.9270 0.9586 2.7662  -0.979
H 2.2522 -2.5522 2.9073  0.481
H 1.3406 -1.6758 3.6400  0.506
O 2.2292 -1.6267 3.1879  -1.000
H 2.4170 -1.6273 -1.7080  0.480
H 2.5003 -2.8305 -2.6560  0.469
O 2.8912 -2.4662 -1.8577  -0.962
H 0.8198 1.0117 5.2461  0.494
H -0.4133 0.9236 4.4975  0.483
O 0.0197 0.4601 5.2374  -0.935
H -1.8569 1.8770 -0.7357  0.467
H -3.2159 2.6545 -0.7910  0.501
O -2.4771 2.3977 -0.2215  -0.968
H -0.2735 1.7196 -3.8730  0.494
H -0.0282 3.2281 -3.8580  0.477
O -0.4621 2.5213 -3.3694  -0.967

Atoms 1-3, force components in eV/Å:
-1.1 -0.4 -0.3
0.9 1.1 1.2
-1.0 -1.5 -0.7

Output
Net charge: 0
HOMO-LUMO gap, eV: 9.26
Energy above the lowest of the compared OMol25 structures with the same formula, charge and spin, kJ/mol: 128.00

=====

C21H56N2O8 | ωB97M-V with the def2-TZVPD basis set

Last column: Löwdin charge in e.
Geometry (Å):
C 0.7687 4.5782 2.5199  -0.037
C 1.6959 3.9227 1.5100  -0.461
C 0.8718 3.6725 0.1771  -0.024
C 2.9351 4.8426 1.2205  -0.133
C 4.0247 4.7771 2.3091  -0.145
C 4.4514 3.2588 2.5584  -0.100
C 3.2657 2.4201 2.9793  -0.493
C 3.5959 0.8954 3.1738  -0.017
C 2.6687 2.9003 4.2963  -0.034
N 2.2227 2.5522 1.8950  -0.080
O 1.0210 1.9227 2.3949  -0.075
H 0.0980 3.7992 2.8738  0.080
H 1.3076 5.0483 3.3499  0.079
H 0.1161 5.2610 1.9943  0.084
H 0.8077 4.5925 -0.4060  0.075
H 1.3771 2.9482 -0.5001  0.073
H -0.1411 3.2778 0.3546  0.082
H 3.4258 4.5510 0.2739  0.116
H 2.6514 5.8685 0.9857  0.115
H 4.8139 5.4332 2.0579  0.094
H 3.5152 5.1086 3.1751  0.062
H 5.2312 3.1530 3.3000  0.115
H 4.7927 2.9449 1.5776  0.114
H 4.4779 0.8437 3.8661  0.099
H 3.8596 0.3192 2.2875  0.061
H 2.7774 0.3257 3.6259  0.081
H 1.6391 2.6476 4.3229  0.070
H 2.8623 3.9686 4.5032  0.081
H 3.1555 2.3694 5.0946  0.078
H 1.1570 1.0289 2.0312  0.066
C -5.7193 -2.5626 -0.8701  -0.013
C -4.2939 -2.0605 -0.3642  -0.467
C -4.2749 -1.9215 1.1559  -0.036
C -3.1954 -3.1423 -0.8109  -0.122
C -2.9067 -3.1493 -2.2848  -0.187
C -2.5202 -1.7089 -2.7498  -0.119
C -3.5367 -0.5813 -2.3324  -0.458
C -2.8210 0.7879 -2.5390  -0.036
C -4.8332 -0.6035 -3.2101  -0.022
N -3.8356 -0.7359 -0.8530  -0.108
O -4.8720 0.2564 -0.5726  -0.045
H -6.4625 -1.8351 -0.6570  0.062
H -5.7816 -2.8175 -1.9258  0.055
H -5.8832 -3.5494 -0.3813  0.094
H -5.1743 -1.3479 1.3795  0.081
H -4.2605 -2.8491 1.6932  0.077
H -3.3619 -1.3726 1.4335  0.086
H -2.3022 -2.8501 -0.2746  0.106
H -3.4854 -4.1334 -0.4580  0.119
H -2.1519 -3.8569 -2.5784  0.089
H -3.7363 -3.4999 -2.9374  0.110
H -2.4111 -1.6518 -3.8473  0.122
H -1.4649 -1.5274 -2.3385  0.114
H -2.3591 1.1714 -1.6120  0.070
H -3.4936 1.5465 -2.9443  0.080
H -1.9569 0.6499 -3.2020  0.076
H -4.5812 0.0668 -4.0433  0.079
H -5.6384 -0.0982 -2.6530  0.085
H -5.0645 -1.6190 -3.5133  0.063
H -4.4202 0.9508 -0.0453  0.121
C 1.1533 -3.5880 -1.6964  -0.067
C 2.3959 -3.8631 -2.4298  -0.540
C 2.8347 -5.2910 -2.3275  -0.059
O 2.2223 -3.5292 -3.7989  -0.043
H 0.2980 -4.1656 -2.0336  0.082
H 0.9252 -2.5318 -1.8399  0.068
H 1.3128 -3.6805 -0.6234  0.081
H 3.1643 -3.2716 -1.9585  0.130
H 2.1506 -6.0307 -2.6942  0.072
H 3.0533 -5.5571 -1.2873  0.085
H 3.7420 -5.4268 -2.9506  0.090
H 1.9147 -2.5966 -3.8156  0.098
O 0.3968 -0.9669 2.0484  -0.080
H 0.0198 -1.1398 2.9422  0.088
H 1.1355 -1.5820 1.8873  -0.005
O -1.0436 -0.0251 -0.1820  -0.063
H -1.9358 -0.2736 -0.3419  -0.036
H -0.6970 -0.5273 0.5849  0.018
O 2.7954 0.3926 -0.1737  -0.066
H 2.1774 0.4988 -0.9394  0.028
H 2.7559 1.2179 0.3353  0.021
O 2.5484 -1.8369 1.1845  -0.060
H 3.4090 -2.2086 1.2476  0.053
H 2.5827 -0.9824 0.7164  -0.008
O 0.9989 0.3752 -2.3447  -0.060
H 0.8969 0.9579 -3.1050  0.059
H 0.1451 0.4443 -1.8703  0.018

Atoms 1-3, force components in eV/Å:
0.0 -0.6 0.2
1.0 0.0 -1.5
0.7 -0.3 0.1

Output
Net charge: 0
Structure (SMILES): CC1(C)CCCC(C)(C)N1O.CC1(C)CCCC(C)(C)N1O.CC(C)O.O.O.O.O.O
HOMO-LUMO gap, eV: 9.33
Energy above the lowest of the compared OMol25 structures with the same formula, charge and spin, kJ/mol: 0.00

=====

C19H28BF4LaO2 | ωB97M-V with the def2-TZVPD basis set

Last column: Löwdin charge in e.
Geometry (Å):
O -0.1340 0.0508 -2.3186  -0.416
C 0.9351 -0.5082 -3.1936  -0.071
C 0.4341 0.4103 -4.3094  -0.034
H 0.7404 -1.5807 -3.2994  0.134
H 1.9388 -0.3068 -2.7800  0.123
C -0.7253 0.8258 -3.3698  -0.544
H 0.1084 -0.1094 -5.2015  0.103
H 1.1105 1.2390 -4.5038  0.126
C -2.0571 0.1939 -3.6946  0.000
H -1.9739 -0.9016 -3.7054  0.103
H -2.3635 0.5419 -4.6865  0.098
H -2.8334 0.4824 -2.9701  0.088
C -0.8290 2.2892 -2.9946  0.005
H 0.1638 2.7364 -2.8544  0.088
H -1.4194 2.4373 -2.0716  0.088
H -1.3415 2.8100 -3.8149  0.104
La 0.0925 -0.1346 -0.2290  2.066
C 1.0282 1.7011 1.5772  -0.150
C 1.9962 0.6226 1.4684  -0.172
C 2.4673 0.5865 0.1157  -0.261
H 2.1305 -0.2157 2.1531  0.116
C 1.7920 1.6674 -0.5859  -0.309
C 0.8497 2.3134 0.3003  -0.199
H 0.1538 3.1234 0.0651  0.106
H 0.3497 1.9228 2.3994  0.103
H 3.1163 -0.1813 -0.3061  0.095
H 1.9583 1.9244 -1.6231  0.075
C -1.7405 -0.5115 1.9182  -0.129
C -2.0393 0.7495 1.2202  -0.156
C -2.4204 0.3934 -0.0997  -0.259
H -1.9697 1.7458 1.6533  0.110
C -2.2171 -1.0633 -0.2644  -0.308
C -1.6743 -1.5936 0.9389  -0.220
H -1.2896 -2.5964 1.1429  0.108
H -1.3984 -0.6490 2.9438  0.084
H -2.7774 1.0857 -0.8475  0.071
H -2.3068 -1.6117 -1.1965  0.078
O 0.7014 -1.6654 -7.3535  -0.170
C 0.2521 -0.5670 -8.1944  -0.215
C 0.4148 -0.9588 -9.6732  -0.169
H 0.8703 0.3317 -7.9737  0.118
H -0.7896 -0.3275 -7.9199  0.115
C 1.6273 -1.9034 -9.6031  -0.170
H 0.5609 -0.0998 -10.3300  0.111
H -0.4702 -1.5269 -9.9940  0.115
C 1.3934 -2.5966 -8.2473  -0.190
H 2.5486 -1.3044 -9.5498  0.114
H 1.6888 -2.5996 -10.4412  0.111
H 2.3306 -2.9138 -7.7618  0.116
H 0.7678 -3.5033 -8.3985  0.120
F 0.1852 -0.2321 2.1787  -0.434
B 0.0958 -0.0049 3.9518  -1.068
F 1.2812 0.6369 3.9333  0.185
F -0.9539 0.8186 4.0906  0.226
F 0.1280 -1.3233 4.0247  0.244

Atoms 1-3, force components in eV/Å:
0.5 -0.2 -4.0
-0.5 0.3 0.3
-0.2 0.2 -0.1

Output
Net charge: 0
HOMO-LUMO gap, eV: 6.36
Energy above the lowest of the compared OMol25 structures with the same formula, charge and spin, kJ/mol: 353.97

=====

C14H16N2O3S3 | ωB97M-V with the def2-TZVPD basis set

Last column: natural (NBO) charge in e.
Geometry (Å):
C 6.2631 0.3654 0.5463  -0.252
H 5.9054 -0.6245 0.2449  0.176
O 5.3226 1.3681 0.2465  -0.494
C 4.0961 1.3069 0.8371  0.292
C 3.2113 2.3342 0.5051  -0.264
C 1.9382 2.3549 1.0313  -0.168
C 1.5174 1.3588 1.9052  -0.087
C 2.4016 0.3447 2.2396  -0.182
C 3.6825 0.3132 1.7170  -0.267
H 4.3413 -0.4934 1.9964  0.214
H 2.0807 -0.4405 2.9080  0.226
C 0.0950 1.3107 2.3902  -0.093
H 0.0299 0.8797 3.3943  0.220
H -0.3688 2.2994 2.3701  0.196
O -0.6794 0.5018 1.4946  -0.517
C -0.8938 -0.7715 1.8551  0.901
O -0.6491 -1.2520 2.9312  -0.640
N -1.4687 -1.4787 0.8366  -0.635
C -1.7120 -0.9650 -0.4386  0.009
C -2.9442 -0.9045 -1.0506  -0.394
S -2.7614 -0.1888 -2.6193  0.631
N -1.1472 0.0202 -2.4599  -0.665
C -0.7189 -0.4251 -1.3056  0.052
S 0.9734 -0.4060 -0.9089  0.284
C 1.6192 0.4661 -2.3605  -0.726
H 1.4136 -0.1173 -3.2519  0.231
H 1.1397 1.4370 -2.4260  0.230
H 2.6867 0.5754 -2.2011  0.230
S -4.4463 -1.4784 -0.3876  0.304
C -5.5655 -1.1148 -1.7687  -0.741
H -5.5735 -0.0449 -1.9555  0.227
H -6.5505 -1.4521 -1.4631  0.241
H -5.2376 -1.6551 -2.6521  0.226
H -1.8854 -2.3636 1.0875  0.419
H 1.2580 3.1475 0.7560  0.212
H 3.5478 3.1000 -0.1762  0.224
H 7.1541 0.6163 -0.0274  0.201
H 6.5116 0.3531 1.6123  0.177

Atoms 1-3, force components in eV/Å:
0.2 -0.2 0.0
0.0 0.0 0.0
-0.3 0.2 0.0

Output
Net charge: 0
HOMO-LUMO gap, eV: 8.64
Energy above the lowest of the compared OMol25 structures with the same formula, charge and spin, kJ/mol: 50.83

=====

C22H33Cl2N3O | ωB97M-V with the def2-TZVPD basis set

Last column: natural (NBO) charge in e.
Geometry (Å):
C 5.1017 -1.7349 -0.6410  -0.597
C 3.9114 -0.7921 -0.4145  -0.219
C 2.9477 -1.4272 0.6044  -0.631
C 4.4407 0.5738 0.0283  -0.391
C 3.4692 1.7633 0.0910  -0.224
C 2.4892 1.7428 1.2679  -0.618
C 2.7792 2.0567 -1.2261  -0.063
O 1.8487 1.0460 -1.6466  -0.541
C 0.5404 1.2512 -1.3449  0.483
N 0.0307 0.5537 -0.3969  -0.438
C -1.2958 0.7245 -0.1266  0.180
C -1.8953 -0.0317 0.9021  -0.013
C -1.0556 -1.0723 1.5948  -0.446
C -1.2573 -2.4652 0.9700  -0.417
C -0.0353 -3.3722 1.0896  -0.358
Cl 0.9679 -3.3303 -0.3895  -0.069
C -3.2230 0.1743 1.1922  -0.013
C -3.8867 -0.5638 2.3281  -0.423
C -5.3961 -0.7993 2.2082  -0.421
C -5.7799 -1.5657 0.9382  -0.371
Cl -6.9372 -0.6904 -0.0984  -0.071
C -3.9589 1.1272 0.4515  -0.200
C -3.4012 1.8376 -0.5557  -0.190
C -2.0511 1.6483 -0.8721  0.088
N -1.4901 2.3409 -1.9092  -0.370
C -0.2320 2.1498 -2.1625  0.155
C 0.3474 2.7675 -3.4093  -0.259
N 0.4841 1.8158 -4.5073  -0.815
H 5.5618 -1.9864 0.3180  0.195
H 5.8596 -1.2913 -1.2850  0.201
H 4.7592 -2.6722 -1.0794  0.208
H 3.4015 -0.6931 -1.3715  0.209
H 3.0924 -0.9872 1.5912  0.192
H 3.1287 -2.4970 0.7010  0.209
H 1.9093 -1.2715 0.3119  0.230
H 4.9269 0.4571 1.0018  0.200
H 5.2339 0.8618 -0.6695  0.198
H 4.0981 2.6478 0.2496  0.204
H 1.8676 0.8548 1.2803  0.225
H 3.0553 1.7771 2.2002  0.208
H 1.8576 2.6318 1.2442  0.202
H 3.5101 2.1511 -2.0298  0.194
H 2.2589 3.0144 -1.1313  0.176
H -0.0100 -0.8095 1.4600  0.247
H -1.2877 -1.0987 2.6586  0.212
H -2.1073 -2.9799 1.4204  0.204
H -1.4811 -2.3443 -0.0890  0.226
H 0.6043 -3.0942 1.9231  0.211
H -0.3277 -4.4111 1.2104  0.216
H -3.4216 -1.5425 2.4564  0.207
H -3.6892 -0.0210 3.2569  0.226
H -5.6816 -1.4104 3.0626  0.218
H -5.9378 0.1416 2.2585  0.220
H -4.9075 -1.7944 0.3303  0.215
H -6.2687 -2.5033 1.1836  0.217
H -5.0012 1.2880 0.6849  0.218
H -3.9871 2.5443 -1.1253  0.227
H 1.3103 3.2377 -3.2246  0.197
H -0.3405 3.5527 -3.7172  0.217
H -0.4315 1.5354 -4.8326  0.358
H 0.9819 0.9841 -4.2147  0.362

Atoms 1-3, force components in eV/Å:
-0.2 0.0 0.3
0.3 -0.4 0.1
0.3 0.5 0.1

Output
Net charge: 0
Structure (SMILES): CC(C)C[C@H](C)COc1nc2c(CCCCl)c(CCCCl)ccc2nc1CN
HOMO-LUMO gap, eV: 8.89
Energy above the lowest of the compared OMol25 structures with the same formula, charge and spin, kJ/mol: 0.00

=====

C13H14NO | ωB97M-V with the def2-TZVPD basis set

Last column: natural (NBO) charge in e.
Geometry (Å):
C 3.1939 -1.6639 -0.0446  -0.186
C 0.9845 2.6053 -0.2568  -0.189
C 3.3682 -0.3042 -0.0740  -0.180
C 2.1800 1.9357 -0.0933  -0.155
C 2.0022 -2.3242 0.0959  -0.292
C -0.2133 2.0116 -0.0563  -0.241
C 2.1732 0.5367 0.0772  -0.017
C 0.8418 -0.1575 0.1974  -0.118
C 0.9381 -1.5120 0.2626  0.104
C -0.3066 0.6351 0.2193  0.129
C -1.5955 -1.6173 0.4345  0.309
C -2.5825 0.5321 1.2885  -0.435
C -2.1904 0.1956 -1.1529  -0.397
N -1.6792 -0.0284 0.2781  -0.300
O -2.0781 -2.4481 -0.4621  -0.672
H 4.0438 -2.2612 -0.2862  0.233
H 0.9400 3.7093 -0.4204  0.241
H 4.3314 0.1089 -0.3344  0.241
H 3.1997 2.3944 -0.1530  0.243
H 1.8461 -3.4121 0.2383  0.260
H -1.0055 2.6545 -0.2129  0.230
H -1.6987 -1.9484 1.4969  0.226
H -2.3244 1.6681 1.1800  0.232
H -3.6726 0.3501 1.2240  0.255
H -2.3518 0.3170 2.3415  0.250
H -2.9952 -0.5253 -1.4256  0.241
H -2.5422 1.1452 -1.3577  0.235
H -1.2332 -0.0878 -1.6497  0.228
H -1.5739 -2.5092 -1.3544  0.523

Atoms 1-3, force components in eV/Å:
2.4 0.7 -0.9
2.3 2.2 0.4
-2.5 0.4 0.3

Output
Net charge: +1
HOMO-LUMO gap, eV: 8.05
Energy above the lowest of the compared OMol25 structures with the same formula, charge and spin, kJ/mol: 353.18

=====

> energy above the lowest of the compared OMol25 structures with the same formula, charge and spin of number 8 (C22H33Cl2N3O)?

0.00 kJ/mol

=====

> net charge of number 2 (C7H7N)?

0